{
  "formula": "C33H54N3NdOS3Si",
  "method": "ωB97M-V/def2-TZVPD",
  "elements": ["Nd", "S", "S", "S", "Si", "O", "N", "N", "N", "C", "C", "C", "C", "C", "C", "C", "C", "C", "C", "C", "C", "C", "C", "C", "C", "C", "C", "C", "C", "C", "C", "C", "C", "C", "C", "C", "C", "C", "C", "C", "C", "C", "H", "H", "H", "H", "H", "H", "H", "H", "H", "H", "H", "H", "H", "H", "H", "H", "H", "H", "H", "H", "H", "H", "H", "H", "H", "H", "H", "H", "H", "H", "H", "H", "H", "H", "H", "H", "H", "H", "H", "H", "H", "H", "H", "H", "H", "H", "H", "H", "H", "H", "H", "H", "H", "H"],
  "coordinates": [[0.05460, -0.27380, 0.57750], [2.82640, 0.38340, -2.10350], [-0.62040, 1.14450, -2.09570], [1.90990, 3.34420, -3.77760], [0.22350, 2.90990, 2.11360], [-2.47680, -0.25120, 0.26780], [-1.01990, -2.51530, -1.63760], [-1.72880, -5.66840, -2.73210], [-0.81730, 1.65130, 1.51620], [1.33390, -2.56650, 0.87400], [-2.18520, 1.77090, 1.60770], [3.73850, 1.22270, -3.45270], [-4.12140, -2.00810, 0.09210], [-2.49190, -4.56340, -2.06630], [-1.61390, -3.73150, -1.10730], [-0.25640, 2.93630, -2.08690], [-3.39780, -0.96960, -0.48720], [-4.16990, 3.00910, 2.30120], [3.60270, 2.73340, -3.47360], [-4.51700, -1.35040, -2.58240], [-5.21310, -2.40590, -2.01410], [2.40980, -0.12080, 3.51570], [-0.36440, -1.44570, 4.04750], [-0.12210, 4.69430, 1.51120], [-5.02070, -2.72730, -0.67980], [-4.97780, 2.22100, 1.50140], [-2.81540, 2.77870, 2.35530], [3.61330, -1.28760, 0.79630], [-0.65360, -3.82110, 2.06750], [1.90160, 2.37420, 1.30150], [0.40970, 3.03360, 4.01540], [-3.60120, -0.63850, -1.82560], [1.76120, -3.65330, -0.08820], [1.20810, 3.32040, -2.06920], [0.43060, -1.60780, 2.77810], [-4.41810, 1.15260, 0.82540], [0.35520, 0.46250, -3.49350], [2.21750, -1.52740, 1.32150], [0.22350, -2.62140, 1.79080], [1.48520, -0.44130, -3.03070], [-3.05870, 0.91280, 0.90280], [1.66880, -0.95960, 2.50980], [4.33560, -1.87410, 1.36720], [-3.06890, 0.20630, -2.23710], [3.69280, -1.57870, -0.24930], [-0.01880, 3.96560, 4.37280], [-3.30980, -5.01640, -1.50230], [2.62230, 2.11970, 2.06770], [3.31510, 0.30650, 3.08980], [4.78460, 0.95210, -3.30840], [2.71630, -0.76100, 4.34540], [-2.20020, 3.38930, 2.99020], [4.19390, 3.13110, -4.29950], [-1.18860, -6.19100, -2.02870], [1.80330, 2.63590, -1.46710], [1.80150, 1.49730, 0.61670], [-5.92700, -2.95500, -2.60560], [1.44940, 3.03210, 4.32480], [3.38650, 0.77610, -4.38000], [-4.70870, -1.05200, -3.60120], [-4.59870, 3.81140, 2.87920], [-0.75960, 3.36460, -2.95550], [-5.60940, -3.51070, -0.22900], [1.11750, -1.18750, -2.31410], [-0.46750, -4.14920, 3.08980], [1.93060, -0.94450, -3.89220], [-1.72390, -3.62860, 1.97830], [1.49170, -3.45000, -1.12850], [-0.33730, -0.10420, -4.11980], [-1.76100, -1.89280, -1.96300], [3.95330, 3.18340, -2.54740], [-1.07440, -5.30750, -3.43770], [-1.02990, 5.09560, 1.94680], [2.32820, 3.19510, 0.73600], [0.68500, 5.34720, 1.82640], [-0.09760, 2.22990, 4.54290], [0.09770, -2.03250, 4.84340], [-2.37270, -6.32220, -3.19900], [-0.38770, -0.40750, 4.37820], [2.84260, -3.76290, -0.04750], [0.73130, 1.31460, -4.06280], [-6.03270, 2.41180, 1.41660], [-1.39050, -1.79160, 3.93030], [1.33410, -4.61040, 0.20630], [3.90790, -0.24030, 0.87830], [1.78350, 0.67280, 3.91980], [-2.24180, -3.42990, -0.26800], [-0.22230, 4.79920, 0.43560], [-0.81370, -4.35230, -0.70440], [-0.39600, -4.65430, 1.41920], [-0.75770, 3.27570, -1.17750], [1.30900, 4.33050, -1.67100], [-2.93410, -3.92410, -2.83460], [-4.01450, -2.20940, 1.14890], [-5.05710, 0.51750, 0.23100], [-0.40860, -2.71460, -2.42620]],
  "forces_ev_per_a": [[-0.967, 1.165, -1.248], [-0.103, -0.393, -0.405], [0.443, 0.018, -0.271], [0.229, 0.139, 0.355], [0.994, 0.557, -0.062], [-0.284, 0.565, 0.314], [0.022, 0.191, -0.327], [0.105, -0.250, -0.146], [0.301, -0.461, 0.044], [0.403, -0.207, 1.069], [-0.771, -0.170, -0.232], [-0.064, -0.029, 0.350], [0.229, 0.385, 0.133], [-0.331, 0.784, 0.581], [-0.047, -0.047, -0.072], [-0.018, -0.215, -0.081], [-0.275, -0.520, -0.444], [-0.277, 0.018, -0.037], [-0.520, 0.135, -0.109], [0.046, -0.048, 0.060], [-0.044, -0.027, -0.082], [-0.208, -0.001, -0.287], [0.071, 0.060, -0.337], [-0.183, -0.822, 0.137], [-0.064, 0.055, -0.030], [0.064, 0.057, 0.116], [0.149, -0.303, -0.190], [-0.330, 0.017, 0.031], [-0.060, 0.392, -0.176], [-0.794, -0.231, 0.390], [-0.278, -0.124, -0.715], [0.065, 0.278, 0.418], [-0.210, 0.509, 0.040], [0.344, 0.188, -0.329], [0.487, -0.374, 0.070], [0.081, -0.215, -0.147], [-0.342, -0.008, 0.265], [-0.060, -0.666, 0.393], [0.980, -0.053, 0.321], [0.330, 0.352, 0.297], [-0.033, 0.319, 0.335], [0.063, -0.661, 0.080], [-0.003, -0.035, 0.054], [-0.011, 0.057, -0.045], [0.096, 0.050, 0.025], [-0.107, 0.173, 0.021], [0.135, -0.147, -0.152], [0.194, -0.186, 0.078], [-0.022, 0.076, 0.022], [0.016, -0.027, -0.079], [-0.025, 0.011, 0.035], [0.147, 0.234, 0.167], [0.068, 0.041, 0.087], [-0.117, 0.030, -0.284], [-0.163, 0.169, -0.041], [0.401, 0.572, 0.167], [-0.173, -0.070, -0.058], [0.250, -0.019, -0.019], [0.062, 0.029, -0.098], [0.010, -0.021, -0.142], [-0.049, 0.116, 0.074], [-0.084, 0.047, 0.136], [-0.044, -0.114, 0.101], [0.054, -0.075, -0.257], [-0.072, -0.033, 0.036], [-0.042, -0.143, 0.106], [-0.071, -0.024, 0.007], [0.017, -0.060, -0.085], [-0.044, 0.022, -0.008], [0.185, -0.141, -0.058], [0.153, 0.022, -0.004], [-0.121, -0.173, 0.172], [-0.201, 0.073, 0.119], [-0.001, 0.054, -0.290], [0.293, 0.034, 0.116], [-0.062, -0.180, 0.039], [-0.010, -0.030, 0.072], [0.284, 0.121, 0.068], [-0.033, 0.007, 0.003], [0.041, -0.044, -0.070], [-0.076, -0.236, -0.002], [-0.185, 0.018, 0.016], [-0.042, 0.020, 0.025], [-0.042, -0.077, -0.021], [-0.002, -0.021, -0.051], [0.089, 0.084, 0.063], [0.099, -0.251, -0.121], [0.038, -0.082, -0.244], [0.023, -0.088, 0.091], [-0.037, -0.065, -0.062], [-0.029, 0.013, -0.073], [-0.043, -0.002, 0.062], [0.066, -0.202, -0.010], [0.073, -0.023, 0.099], [-0.049, -0.010, 0.020], [0.024, 0.147, 0.124]],
  "lowdin_charge": [1.760, 0.891, 0.847, 0.904, 0.467, -0.170, 0.042, 0.200, -0.252, -0.324, -0.323, -0.478, -0.018, -0.118, -0.233, -0.478, -0.334, -0.062, -0.506, -0.051, -0.079, -0.013, -0.013, -0.149, -0.066, -0.069, -0.037, -0.056, -0.029, -0.155, -0.161, -0.044, -0.032, -0.518, -0.340, -0.016, -0.493, -0.335, -0.314, -0.534, -0.161, -0.329, 0.101, 0.077, 0.040, 0.033, 0.135, 0.018, 0.076, 0.081, 0.105, 0.087, 0.082, 0.179, -0.001, -0.041, 0.115, 0.029, 0.082, 0.119, 0.116, 0.085, 0.120, 0.015, 0.099, 0.089, 0.071, 0.056, 0.078, 0.047, 0.083, 0.180, 0.026, 0.036, 0.041, 0.023, 0.101, 0.185, 0.075, 0.088, 0.013, 0.110, 0.083, 0.069, 0.070, 0.059, 0.089, 0.011, 0.091, 0.058, 0.061, 0.081, 0.127, 0.138, 0.118, 0.076],
  "charge": 2,
  "homo_ev": [-11.870, -11.897],
  "de_lowest_kj_mol": 0.0,
  "gap_ev": [6.08, 6.11],
  "mol_weight_g_mol": 777.34,
  "multiplicity": 4
}

{
  "formula": "C21H21N2O4",
  "method": "ωB97M-V/def2-TZVPD",
  "elements": ["O", "O", "O", "O", "N", "N", "C", "C", "C", "C", "C", "C", "C", "C", "C", "C", "C", "C", "C", "C", "C", "C", "C", "C", "C", "C", "C", "H", "H", "H", "H", "H", "H", "H", "H", "H", "H", "H", "H", "H", "H", "H", "H", "H", "H", "H", "H", "H"],
  "coordinates": [[1.36167, 3.26237, 2.99005], [-4.83705, 0.69529, -1.32266], [-4.30406, -1.21004, -2.31690], [0.08002, 4.38162, 1.42496], [1.54672, 1.71264, 0.63140], [-4.05637, -0.01653, -2.00552], [3.44820, 3.06013, 1.11852], [-2.21805, -4.63970, 0.32089], [1.01111, 3.67928, 1.86926], [-2.65815, -2.44417, 1.25382], [2.61729, 0.85831, 0.89290], [0.25813, 1.38351, 0.40540], [-2.91185, -3.81202, 1.21593], [1.94560, 3.10686, 0.75317], [3.76324, 1.60972, 1.22193], [4.96253, 0.97172, 1.51824], [5.00727, -0.42602, 1.50854], [-0.19655, 0.11415, -0.00543], [-2.02679, -0.32673, -3.21255], [-1.66573, -1.85986, 0.40612], [-0.97245, -2.71870, -0.49122], [-1.34255, -0.46359, 0.51213], [-2.88986, 0.53155, -2.41947], [-1.25945, -4.08390, -0.53320], [-2.65024, 1.89932, -1.99273], [2.65408, -0.53268, 0.89169], [3.86864, -1.17502, 1.18009], [-2.72824, 1.99606, -0.89804], [-0.45662, 2.21950, 0.51009], [1.74961, -1.09406, 0.67821], [3.92560, -2.26289, 1.14575], [5.93996, -0.93827, 1.74755], [-1.07980, 0.17847, -3.43490], [0.39349, -0.42199, -0.75826], [1.76082, 3.66836, -0.17011], [-3.19426, -1.77920, 1.93762], [-1.79889, -1.27031, -2.69133], [-3.39547, 2.58586, -2.43066], [3.65369, 3.61526, 2.04014], [-3.66205, -4.23248, 1.88541], [-2.43125, -5.70601, 0.28739], [-2.50716, -0.58896, -4.17127], [-0.72238, -4.71163, -1.24240], [5.84485, 1.57249, 1.74186], [-0.20167, -2.29746, -1.14590], [-1.65025, 2.23437, -2.29171], [4.01379, 3.51938, 0.29955], [-1.98910, 0.15601, 1.14565]],
  "forces_ev_per_a": [[-0.682, 0.480, 0.092], [-0.866, 0.019, 0.512], [-0.598, -0.798, -0.003], [0.206, -0.337, 0.710], [-2.705, -0.985, -1.195], [1.760, 0.799, -0.511], [-0.225, 0.631, -0.320], [0.010, 0.559, 0.089], [0.452, 0.267, -0.058], [0.703, 0.565, -0.621], [1.454, -0.626, 0.220], [1.327, 1.307, 0.239], [0.149, 0.071, -0.167], [0.413, 1.037, 0.258], [-0.288, -0.628, -0.308], [-0.423, 0.023, -0.023], [-0.176, -0.117, -0.173], [-0.895, -1.249, 0.043], [0.749, -0.358, -0.747], [-0.484, -1.705, -0.235], [-0.352, 0.181, 0.470], [0.896, 1.439, -0.411], [-1.391, -0.971, 0.981], [-0.021, 0.288, 0.094], [0.362, 1.088, 0.141], [0.102, -0.176, -0.021], [-0.048, 0.500, 0.132], [-0.095, 0.174, -0.181], [0.469, -0.275, 0.174], [0.359, -0.074, 0.057], [-0.070, 0.292, 0.084], [-0.242, 0.117, -0.103], [-0.035, 0.010, -0.028], [0.038, 0.058, 0.703], [0.006, -0.463, 0.048], [0.097, -0.333, -0.232], [-0.084, -0.023, -0.203], [0.222, 0.050, 0.249], [-0.156, -0.202, -0.103], [0.176, 0.078, -0.205], [0.049, 0.208, -0.001], [0.235, -0.190, 0.147], [-0.144, 0.083, 0.166], [-0.190, -0.236, 0.020], [-0.380, -0.307, 0.206], [-0.054, 0.013, -0.041], [0.104, -0.046, 0.164], [0.267, -0.238, -0.109]],
  "lowdin_charge": [-0.022, -0.113, -0.111, -0.034, 0.043, -0.462, -0.060, -0.081, -0.701, -0.007, -0.129, 0.049, -0.079, -0.168, -0.137, -0.025, -0.089, -0.078, -0.098, -0.204, -0.033, 0.020, -0.380, -0.078, -0.100, 0.009, -0.076, 0.065, 0.155, 0.092, 0.101, 0.098, 0.066, 0.113, 0.151, 0.118, 0.051, 0.079, 0.129, 0.102, 0.098, 0.077, 0.101, 0.115, 0.103, 0.067, 0.122, 0.142],
  "charge": -1,
  "homo_ev": -3.056,
  "gap_ev": 3.81,
  "mol_weight_g_mol": 365.41,
  "multiplicity": 1
}

Table of electronic energy (a.u.), in record order: -3574.40779; -1223.19052